(1)
Density functional theory data (ωB97M-V with the def2-TZVPD basis set) for a 6-piece molecular cluster, C46H88F3INO20P5S overall at a distorted geometry.

Computed properties:
molecular weight = 1346.0 g/mol
lowest unoccupied orbital energy = -0.87 eV
gap between HOMO and LUMO = 0.254 hartree
SMILES = CC[C@H](I)c1cc2c(cc1C(F)(F)F)Nc1ccccc1S2.CCOP(=O)(OCC)OCC.CCOP(=O)(OCC)OCC.CCOP(=O)(OCC)OCC.CCOP(=O)(OCC)OCC.CCOP(=O)(OCC)OCC
2S+1 = 1

Last column: Löwdin charge in e.
CARTESIAN COORDINATES (ANGSTROEM)
1 C 3.65244 10.55003 8.51770  -0.1018
2 C 4.09986 9.46399 7.50172  -0.3151
3 C 5.41166 8.71186 7.88466  -0.6306
4 I 4.85912 7.08313 9.18372  0.9513
5 C 6.54763 9.59860 8.41652  -0.2041
6 C 7.23794 9.30574 9.58700  -0.0994
7 C 8.29543 10.08023 10.06137  -0.4258
8 C 8.72773 11.21757 9.39401  -0.2382
9 C 8.04540 11.53782 8.21198  0.0487
10 C 7.00008 10.76290 7.73215  -0.0596
11 C 6.41470 11.24511 6.39862  -0.5357
12 F 6.27438 10.19001 5.55901  0.1301
13 F 7.27923 12.08385 5.76293  0.1090
14 F 5.27318 11.94166 6.52026  0.1449
15 N 9.81436 12.04156 9.79696  0.0974
16 C 9.95820 12.18799 11.20619  -0.2550
17 C 10.39912 13.43598 11.69264  -0.0246
18 C 10.53693 13.62485 13.06048  -0.0965
19 C 10.28407 12.61621 13.98782  -0.0918
20 C 9.87484 11.36851 13.52089  -0.1028
21 C 9.72526 11.19370 12.14621  -0.4466
22 S 9.16777 9.59073 11.54910  1.0202
23 H 2.97599 10.12431 9.27496  0.0706
24 H 3.02915 11.27035 7.95612  0.0754
25 H 4.47192 11.13632 8.95213  0.0709
26 H 3.30298 8.70142 7.49820  0.0701
27 H 4.10962 9.87166 6.48422  0.0931
28 H 5.79002 8.25002 6.95864  0.0815
29 H 7.00695 8.42092 10.18555  0.0323
30 H 8.38222 12.42741 7.67452  0.1319
31 H 9.66308 12.96060 9.39602  0.1250
32 H 10.62606 14.23861 10.98508  0.1154
33 H 10.86120 14.60371 13.42817  0.1064
34 H 10.36922 12.75162 15.06682  0.1054
35 H 9.63752 10.52785 14.17604  0.1070
36 C -1.36949 3.34173 8.16700  -0.0877
37 C -0.13151 4.19267 8.39137  -0.2890
38 O 0.97385 3.75237 7.60637  -0.2067
39 P 0.96329 4.01143 5.99055  0.5950
40 O 1.24723 5.47595 5.89780  -0.2245
41 O 2.47437 3.44806 5.63754  -0.2284
42 C 3.39959 4.26519 4.92295  -0.3045
43 C 4.31601 5.01742 5.86946  -0.0930
44 O 0.34093 2.51106 5.69842  -0.2017
45 C 0.10962 2.09452 4.32855  -0.2497
46 C 1.37797 1.72158 3.58229  -0.0712
47 H -1.75384 3.46910 7.15218  0.0655
48 H -2.15922 3.61727 8.86765  0.0762
49 H -1.13593 2.28422 8.29229  0.0812
50 H -0.33982 5.24695 8.17911  0.1111
51 H 0.17663 4.12089 9.43480  0.1170
52 H 2.87667 4.94914 4.25365  0.1040
53 H 3.99739 3.60439 4.28966  0.1134
54 H 3.77156 5.46836 6.69707  0.0199
55 H 4.85800 5.80355 5.33871  0.0765
56 H 5.04648 4.33699 6.31241  0.0765
57 H -0.43964 2.87203 3.79361  0.1119
58 H -0.53315 1.21637 4.38501  0.1157
59 H 1.90060 2.61045 3.22676  0.0652
60 H 1.14143 1.11500 2.70683  0.0733
61 H 2.06573 1.16966 4.22245  0.0883
62 C -0.59479 -2.21977 -1.60271  -0.0761
63 C -0.32540 -0.79306 -1.15751  -0.2841
64 O -1.53751 -0.07234 -0.92979  -0.2135
65 P -2.44642 -0.42519 0.38113  0.5985
66 O -1.66401 0.19339 1.49380  -0.2284
67 O -3.57993 0.76193 0.19574  -0.2293
68 C -3.86203 1.66458 1.26403  -0.3059
69 C -3.05864 2.94607 1.13512  -0.0736
70 O -3.39627 -1.46301 -0.48507  -0.2009
71 C -4.50564 -2.12215 0.17126  -0.2534
72 C -5.70084 -1.21489 0.40834  -0.0779
73 H -1.05535 -2.80060 -0.79937  0.0675
74 H 0.33274 -2.71471 -1.89324  0.0828
75 H -1.28498 -2.23467 -2.44689  0.0686
76 H 0.29518 -0.77695 -0.25518  0.1110
77 H 0.21719 -0.26455 -1.94057  0.1083
78 H -3.69109 1.18744 2.22969  0.1019
79 H -4.92797 1.90171 1.21618  0.1138
80 H -2.01308 2.75205 0.89632  0.0722
81 H -3.10478 3.52397 2.06048  0.0746
82 H -3.45452 3.56275 0.32601  0.0752
83 H -4.16714 -2.56975 1.10788  0.1155
84 H -4.80528 -2.93375 -0.49172  0.1175
85 H -5.54973 -0.58768 1.28747  0.0643
86 H -6.60158 -1.80452 0.58507  0.0805
87 H -5.87072 -0.55485 -0.44165  0.0881
88 C 3.15915 -1.40563 -8.97489  -0.0873
89 C 2.91676 -0.60899 -7.70483  -0.2871
90 O 1.52806 -0.39381 -7.46079  -0.2041
91 P 0.59606 -1.64559 -6.97494  0.5921
92 O 1.00480 -1.81981 -5.54717  -0.2262
93 O -0.81537 -0.82905 -6.72596  -0.2271
94 C -1.49138 -0.92786 -5.47240  -0.2992
95 C -1.11714 0.21084 -4.54382  -0.0603
96 O 0.12620 -1.97315 -8.52510  -0.2017
97 C -0.80869 -3.05380 -8.75783  -0.2532
98 C -2.24105 -2.71214 -8.38523  -0.0737
99 H 2.79126 -2.42937 -8.87158  0.0652
100 H 4.22444 -1.44812 -9.20620  0.0771
101 H 2.63029 -0.95691 -9.81598  0.0815
102 H 3.37190 -1.10519 -6.84095  0.1110
103 H 3.37467 0.37583 -7.79857  0.1178
104 H -1.29904 -1.89538 -5.00615  0.0932
105 H -2.56433 -0.88696 -5.67723  0.1165
106 H -0.04295 0.39546 -4.52351  0.0793
107 H -1.45464 0.00097 -3.52769  0.0568
108 H -1.58388 1.14074 -4.87455  0.0810
109 H -0.47373 -3.94983 -8.23046  0.1113
110 H -0.76405 -3.26489 -9.82634  0.1173
111 H -2.39546 -2.80228 -7.30950  0.0626
112 H -2.94067 -3.39639 -8.86810  0.0759
113 H -2.49260 -1.69115 -8.67019  0.0902
114 C -3.88152 -9.72064 -9.92119  -0.0850
115 C -3.65644 -8.24506 -9.64075  -0.2912
116 O -4.88082 -7.53480 -9.47285  -0.2129
117 P -5.76348 -7.76504 -8.10766  0.6211
118 O -4.94446 -6.97063 -7.13430  -0.2228
119 O -6.92851 -6.62926 -8.39002  -0.2264
120 C -7.20196 -5.62803 -7.41006  -0.3016
121 C -6.42360 -4.35673 -7.68749  -0.0715
122 O -6.67988 -8.89676 -8.89318  -0.1997
123 C -7.77803 -9.52951 -8.19154  -0.2518
124 C -8.99808 -8.63770 -8.03700  -0.0771
125 H -4.31129 -10.22384 -9.05164  0.0664
126 H -2.94086 -10.21420 -10.16968  0.0778
127 H -4.58073 -9.85158 -10.74717  0.0817
128 H -3.02513 -8.10925 -8.75509  0.1067
129 H -3.14199 -7.78710 -10.48619  0.1166
130 H -6.99754 -6.00241 -6.40632  0.1028
131 H -8.27289 -5.41387 -7.45158  0.1148
132 H -5.38201 -4.55973 -7.93479  0.0625
133 H -6.45380 -3.68949 -6.82418  0.0791
134 H -6.84835 -3.82860 -8.54358  0.0772
135 H -7.43587 -9.89003 -7.21919  0.1097
136 H -8.05108 -10.40020 -8.78759  0.1180
137 H -8.87042 -7.93692 -7.21121  0.0648
138 H -9.88474 -9.23436 -7.81814  0.0810
139 H -9.17785 -8.05407 -8.93920  0.0882
140 C 0.37222 -10.40536 -1.30429  -0.0872
141 C -1.06297 -10.90151 -1.28688  -0.2877
142 O -1.98046 -9.91226 -1.75007  -0.2060
143 P -2.02069 -9.53925 -3.34149  0.5934
144 O -2.71728 -10.72147 -3.93396  -0.2221
145 O -3.29303 -8.49002 -3.32278  -0.2267
146 C -4.40449 -8.68559 -4.19464  -0.3150
147 C -5.52480 -9.44507 -3.50604  -0.0685
148 O -0.98453 -8.26981 -3.12844  -0.2029
149 C -0.62421 -7.45234 -4.26908  -0.2506
150 C -1.71968 -6.49295 -4.70636  -0.0696
151 H 0.71868 -10.24400 -2.32793  0.0657
152 H 1.03640 -11.12922 -0.82996  0.0772
153 H 0.45487 -9.45175 -0.78245  0.0814
154 H -1.16744 -11.81258 -1.88570  0.1112
155 H -1.35320 -11.14379 -0.26437  0.1172
156 H -4.09020 -9.18502 -5.11178  0.0948
157 H -4.76862 -7.69849 -4.48703  0.1009
158 H -5.15637 -10.30735 -2.95121  0.0749
159 H -6.26302 -9.78827 -4.23461  0.0668
160 H -6.03061 -8.80163 -2.78309  0.0751
161 H -0.31645 -8.09254 -5.09873  0.1139
162 H 0.24655 -6.87466 -3.95843  0.1166
163 H -2.47379 -7.00173 -5.30824  0.0582
164 H -1.30537 -5.69177 -5.32122  0.0729
165 H -2.22624 -6.05393 -3.84739  0.0883

(2)
Density functional theory data (ωB97M-V with the def2-TZVPD basis set) for one molecule with the formula C4H10N2O at a distorted geometry.

Computed properties:
molecular weight = 102.1 g/mol
lowest unoccupied orbital energy = 0.84 eV
gap between HOMO and LUMO = 0.363 hartree
SMILES = NC[C@@H](N)CC=O
2S+1 = 1

Last column: natural (NBO) charge in e.
CARTESIAN COORDINATES (ANGSTROEM)
1 N 2.27809 -1.91752 -0.19239  -0.8732
2 C 1.14157 -1.36748 0.47072  -0.2137
3 C 0.50168 -0.02862 -0.07955  -0.0428
4 N 0.05481 -0.12870 -1.49284  -0.8582
5 C -0.51222 0.60109 0.86583  -0.5374
6 C -1.42856 1.53866 0.14642  0.4350
7 O -2.60561 1.88147 0.39715  -0.5189
8 H 2.44172 -2.77981 0.25006  0.3756
9 H 2.99632 -1.28730 -0.48809  0.3767
10 H 1.42491 -1.35600 1.56010  0.1664
11 H 0.37385 -2.21873 0.45720  0.1742
12 H 1.39435 0.66812 -0.09753  0.1662
13 H 0.52579 -0.93267 -2.02235  0.3850
14 H -0.90127 -0.23121 -1.63366  0.3579
15 H -0.11784 1.21622 1.70073  0.2599
16 H -1.02969 -0.32564 1.16444  0.2295
17 H -0.80841 2.05693 -0.69198  0.1178

(3)
Density functional theory data (ωB97M-V with the def2-TZVPD basis set) for C4H6O2S as an isolated structure at a distorted geometry.

Computed properties:
molecular weight = 118.2 g/mol
lowest unoccupied orbital energy = 0.32 eV
gap between HOMO and LUMO = 0.320 hartree
2S+1 = 1

Last column: natural (NBO) charge in e.
CARTESIAN COORDINATES (ANGSTROEM)
1 C -1.15015 -1.13623 -0.64644  -0.2049
2 C 0.04076 -0.92572 -1.26168  -0.4042
3 C 2.26012 1.71341 0.19806  -0.6102
4 C -1.12035 -0.68793 0.77574  -0.1068
5 O 2.19411 -1.54918 0.35417  -0.8845
6 O 0.14720 -0.28026 1.17761  -0.6759
7 S 1.34173 -0.37710 0.09153  1.6875
8 H -2.09846 -1.63900 -0.90946  0.2451
9 H 0.54541 -1.05822 -2.24452  0.2519
10 H 3.25964 1.60186 -0.41855  0.1471
11 H 1.59211 2.30371 -0.51605  0.1342
12 H -2.03920 -0.00342 0.92510  0.2179
13 H -1.38535 -1.61532 1.44462  0.2029

(4)
Density functional theory data (ωB97M-V with the def2-TZVPD basis set) for C37H25Br3Cl7N4OTi as an isolated structure at a distorted geometry.

Computed properties:
molecular weight = 1077.4 g/mol
lowest unoccupied orbital energy (alpha / beta) = -3.50 / -3.51 eV
net charge = +1
gap between HOMO and LUMO (alpha / beta) = 0.197 / 0.269 hartree
2S+1 = 3

Last column: Löwdin charge in e.
CARTESIAN COORDINATES (ANGSTROEM)
1 Ti -0.18773 -0.35527 -0.00356  0.8842
2 Br -2.09788 -2.60948 5.91815  0.8173
3 C -1.04300 -1.98140 4.48800  -0.6552
4 C -0.08961 -2.80006 3.90152  -0.0639
5 C 0.61968 -2.29822 2.82532  -0.1162
6 N 0.45493 -1.06789 2.34712  0.0821
7 C -0.38633 -0.24807 2.99803  -0.2161
8 C -1.18646 -0.67683 4.04811  -0.0429
9 C -0.22126 1.16597 2.61922  -0.2062
10 C -0.34796 2.17302 3.56736  -0.0420
11 C 0.07397 3.45056 3.24519  -0.6627
12 Br -0.05223 4.83691 4.51324  0.8310
13 C 0.64318 3.67557 2.00023  -0.0662
14 C 0.72199 2.61569 1.11952  -0.1494
15 N 0.26440 1.38910 1.38289  0.0379
16 H 0.08615 -3.80276 4.26209  0.1179
17 H 1.37691 -2.90564 2.34707  0.0824
18 H -1.91415 -0.01812 4.50070  0.1188
19 H -0.73862 1.95599 4.55068  0.1185
20 H 1.01866 4.65025 1.72609  0.1188
21 H 1.20032 2.76533 0.16081  0.0754
22 Cl -0.34109 -3.27544 -2.51194  0.7517
23 C -0.44921 -1.63974 -3.05196  -0.6611
24 C -0.46504 -0.59730 -2.11805  -0.2347
25 C -0.49026 0.66334 -2.70487  -0.6734
26 Cl -0.27185 1.97871 -1.60858  0.8741
27 C -0.56344 0.93520 -4.06278  -0.7146
28 Cl -0.64438 2.55137 -4.63837  0.7143
29 C -0.54158 -0.13774 -4.94731  -0.7114
30 Cl -0.57201 0.14041 -6.63626  0.7160
31 C -0.46183 -1.43198 -4.43486  -0.7036
32 Cl -0.35501 -2.75469 -5.52378  0.7037
33 Br -4.92710 5.43483 -1.37384  0.7562
34 C -4.07434 3.82933 -0.84180  -0.6868
35 C -4.17394 2.70182 -1.64196  -0.1057
36 C -3.54075 1.53520 -1.25211  -0.0378
37 C -2.78491 1.48944 -0.08127  -0.3322
38 C -2.70940 2.62626 0.71527  -0.0312
39 C -3.35542 3.79365 0.34085  -0.1099
40 N -2.12294 0.27622 0.26251  -0.0618
41 C -2.94902 -0.73225 0.53116  -0.0787
42 C -2.42318 -2.02562 0.65816  -0.2479
43 C -3.20574 -3.15639 0.96975  -0.0024
44 C -2.62096 -4.39051 1.02469  -0.0422
45 C -1.24080 -4.49235 0.77470  -0.0592
46 C -0.53421 -3.36104 0.46690  -0.2437
47 N -1.07783 -2.13064 0.39814  -0.0391
48 H -4.74432 2.73958 -2.55948  0.1091
49 H -3.59489 0.65066 -1.87596  0.1270
50 H -2.16051 2.60011 1.64576  0.0932
51 H -3.30599 4.66917 0.97367  0.1059
52 H -4.01593 -0.56147 0.63986  0.1425
53 H -4.26569 -3.02376 1.13959  0.1219
54 H -3.20612 -5.27462 1.23634  0.1151
55 H -0.74699 -5.45250 0.80580  0.1025
56 H 0.51580 -3.42232 0.24286  0.0164
57 C 3.37120 0.31884 1.19237  0.0085
58 C 2.67381 0.28884 -0.13232  -0.3585
59 O 1.59015 -0.35747 -0.22699  -0.2173
60 C 3.18402 1.01614 -1.27603  -0.1666
61 C 4.05732 2.10335 -1.13500  -0.0148
62 C 4.41265 2.85791 -2.23628  -0.0568
63 C 3.92160 2.54024 -3.49691  -0.0414
64 C 3.08881 1.43891 -3.65665  -0.0454
65 C 2.72817 0.68025 -2.56210  -0.0119
66 H 2.85332 -0.34406 1.88041  0.0744
67 H 3.36009 1.33128 1.60316  0.0932
68 H 4.41361 0.01538 1.09220  0.1067
69 H 4.42691 2.38434 -0.15706  0.1158
70 H 5.07266 3.70649 -2.11726  0.1127
71 H 4.19296 3.14765 -4.34940  0.1155
72 H 2.72222 1.17396 -4.63988  0.1165
73 H 2.11089 -0.19978 -2.68837  0.1155
74 Cl 2.50808 -5.34234 1.20828  0.5562
75 C 3.30221 -4.63392 -0.20631  -0.9325
76 Cl 2.88667 -2.91464 -0.42520  0.6284
77 H 2.97559 -5.17298 -1.08801  0.0353
78 H 4.37301 -4.70794 -0.06125  0.0310